# C27H49Br2NO5

7 unconnected molecules or ions with the total composition C27H49Br2NO5 in a non-equilibrium geometry (the ωB97M-V functional and the def2-TZVPD basis, the OMol25 dataset).

Structure (XYZ):
```
84
Properties=species:S:1:pos:R:3:forces:R:3
C 2.552 -1.621 0.738 -0.161 -1.692 -0.040
C 1.680 -2.648 1.162 -0.454 0.835 -0.830
C 0.321 -2.357 1.390 0.634 2.002 -2.280
N -0.208 -1.097 1.187 2.571 0.286 0.496
C 0.732 -0.093 0.922 -0.248 -2.382 1.429
C 2.104 -0.342 0.665 -2.212 1.206 0.842
H 3.551 -1.827 0.383 0.135 -0.326 0.365
H 1.959 -3.685 1.056 0.243 -0.046 0.465
H -0.374 -3.184 1.374 -0.226 0.065 0.730
H 0.443 0.922 1.151 -0.573 0.103 -0.710
H 2.738 0.523 0.543 0.215 -0.075 -0.356
C -0.459 3.143 -2.892 -0.014 -1.853 0.748
C -1.067 1.975 -3.697 0.130 0.543 -0.345
C -1.568 1.035 -2.613 0.693 0.633 0.751
O -0.670 1.176 -1.499 1.080 0.531 0.131
C 0.197 2.279 -1.739 -0.361 1.312 -1.049
H -1.277 3.753 -2.509 0.282 0.345 0.059
H 0.288 3.691 -3.466 -0.228 0.209 0.185
H -0.268 1.573 -4.319 -0.110 -0.430 0.025
H -1.871 2.300 -4.356 -0.034 -0.066 -0.028
H -1.555 -0.030 -2.845 -0.616 0.164 -0.242
H -2.471 1.460 -2.175 -0.804 -0.681 -0.663
H 1.173 1.963 -2.110 0.171 -0.359 0.065
H 0.368 2.904 -0.863 -0.235 -0.326 0.354
C -4.248 4.301 0.385 -1.014 0.082 1.712
C -3.327 3.116 0.394 0.121 0.628 0.574
C -2.390 3.562 1.534 1.505 -1.198 -1.163
O -2.213 4.985 1.485 -1.195 -1.143 0.426
C -3.343 5.498 0.764 0.318 -0.211 -1.798
H -4.873 4.180 1.270 -0.496 -0.048 0.032
H -4.933 4.322 -0.462 0.364 0.646 -0.167
H -2.920 3.050 -0.615 0.783 -0.326 0.284
H -3.780 2.170 0.691 -0.188 0.041 -0.317
H -1.441 3.056 1.356 0.516 0.396 0.041
H -2.688 3.132 2.490 -0.613 0.621 0.290
H -2.891 5.885 -0.150 -0.241 0.562 -0.155
H -3.884 6.289 1.284 0.198 -0.100 0.214
C 1.837 2.384 3.781 1.837 -1.462 0.842
C 1.002 3.585 3.665 -0.391 1.742 0.352
C 1.403 4.423 4.962 -0.493 -2.550 -1.526
O 2.777 4.103 5.078 0.624 1.140 0.123
C 3.106 2.847 4.488 0.119 0.662 0.350
H 2.115 1.879 2.856 -0.375 -0.073 -0.029
H 1.432 1.673 4.501 -0.650 -0.261 -0.457
H -0.025 3.246 3.529 -0.244 0.750 0.205
H 1.318 4.235 2.849 -0.195 -0.255 -0.408
H 0.886 3.937 5.790 -0.346 0.653 0.432
H 1.230 5.491 4.830 0.134 -0.164 0.348
H 3.425 2.210 5.313 -0.056 -0.402 -0.139
H 3.962 2.971 3.825 0.029 0.205 -0.115
C -2.942 -2.016 -0.856 1.239 1.561 -1.654
C -3.739 -2.613 -2.020 0.818 0.055 -0.175
C -4.687 -3.395 -1.244 -3.829 -0.638 -0.604
O -4.004 -4.031 -0.238 0.717 -0.447 0.570
C -2.953 -3.122 0.148 -0.449 -0.678 1.765
H -3.328 -1.036 -0.574 -0.774 -0.358 0.678
H -1.948 -1.665 -1.133 0.386 -0.641 -0.106
H -3.148 -3.390 -2.505 0.397 0.335 -0.509
H -4.247 -1.987 -2.753 0.421 0.325 0.142
H -5.319 -4.036 -1.859 0.804 -1.219 -0.256
H -5.560 -2.854 -0.881 0.238 1.207 0.839
H -2.071 -3.740 0.315 0.363 0.176 -0.815
H -3.153 -2.769 1.159 -0.303 0.318 0.083
C -0.497 -6.213 -1.802 -1.858 -0.757 0.804
C 0.421 -5.836 -0.692 1.681 0.000 -0.131
C 1.399 -4.893 -1.450 -1.930 0.857 0.124
O 1.443 -5.390 -2.773 1.041 -0.651 -0.723
C 0.423 -6.348 -2.971 -0.544 0.165 0.333
H -1.360 -5.548 -1.844 0.268 0.574 -0.565
H -0.979 -7.171 -1.611 0.049 -0.218 0.081
H 1.045 -6.704 -0.479 -0.150 -0.257 0.552
H -0.078 -5.487 0.211 0.283 0.236 -0.090
H 2.380 -4.735 -1.000 0.026 -0.269 -0.226
H 0.885 -3.948 -1.625 0.263 0.676 0.871
H 0.816 -7.358 -2.857 0.318 -0.146 -0.769
H -0.127 -6.173 -3.895 0.514 -0.176 -0.279
Br 6.161 -0.928 1.044 -0.018 0.478 -1.293
C 6.059 0.063 -0.723 -0.110 0.520 0.671
C 7.350 0.925 -0.827 -0.810 -0.227 -0.345
Br 7.267 2.074 -2.420 -0.016 -0.403 -0.029
H 5.099 0.579 -0.722 0.404 0.885 0.802
H 5.789 -0.578 -1.563 1.292 -0.728 0.118
H 8.239 0.296 -0.880 -0.181 0.065 -0.222
H 7.511 1.683 -0.060 -0.481 -0.551 0.304
```
Positions in Å, forces in eV/Å.

Output
SMILES string = c1ccncc1.C1CCOC1.C1CCOC1.C1CCOC1.C1CCOC1.C1CCOC1.BrCCBr
lowest unoccupied orbital energy = 0.28 eV
charge = 0
E = -180600.7523 eV
HOMO = -9.289 eV



# C27H50BCl2N2O24S6

6 unconnected molecules or ions with the total composition C27H50BCl2N2O24S6 in a non-equilibrium geometry (the ωB97M-V functional and the def2-TZVPD basis, the OMol25 dataset).

Structure (XYZ):
```
112
Properties=species:S:1:pos:R:3:forces:R:3
C 0.785 -0.792 -0.795 1.125 0.301 -0.075
C 1.739 -0.090 0.217 -0.643 -0.208 0.279
C 1.201 -0.093 1.684 0.683 0.071 0.470
C 0.896 -1.559 2.143 0.374 0.434 -0.557
B -0.032 0.956 1.946 -1.358 -0.458 -1.192
O -1.287 0.432 1.352 -0.030 -0.164 -0.254
O 0.262 2.288 1.336 -0.032 1.054 1.033
C 0.880 2.943 2.410 1.306 0.359 0.477
C 1.248 4.414 2.142 0.497 -0.312 -1.215
C 2.513 4.398 1.207 -1.060 0.412 0.101
S 4.037 4.486 2.220 0.363 -0.287 0.036
C 4.755 2.884 2.251 0.620 -1.351 -0.832
N 5.604 2.362 1.401 -0.528 1.128 -0.115
N 5.914 1.114 1.824 0.471 -1.203 0.425
C 5.274 0.889 2.932 0.235 1.258 -1.432
O 4.529 1.964 3.231 -0.974 0.184 1.527
C 0.201 2.529 3.811 -0.432 -2.783 -2.193
C 1.253 2.026 4.848 -0.093 0.927 1.419
C 1.442 2.837 6.172 0.344 -0.326 0.052
C 1.509 4.388 6.006 -0.495 -0.197 1.015
C 0.460 2.405 7.305 0.874 0.831 0.172
C -1.079 3.264 4.273 -0.275 0.228 0.198
Cl -1.939 3.955 2.810 0.395 0.272 0.474
C -2.101 2.298 4.988 -0.033 0.839 -1.514
C -3.212 1.734 4.068 0.083 -1.037 1.148
Cl -2.992 3.369 6.200 0.290 -0.493 0.240
O -0.372 1.272 3.348 0.579 0.212 0.586
H 0.768 -1.875 -0.599 -0.293 0.326 -0.177
H 1.204 -0.608 -1.799 -0.152 -0.398 0.341
H -0.224 -0.365 -0.807 0.297 -0.257 0.286
H 2.728 -0.601 0.243 -0.389 0.078 -0.318
H 1.919 0.931 -0.166 -0.067 -0.223 0.423
H 2.054 0.264 2.316 -0.263 -0.182 -0.285
H 1.370 -2.240 1.408 -0.212 -0.017 0.479
H 1.338 -1.776 3.130 -0.375 0.055 -0.222
H -0.188 -1.752 2.134 0.357 -0.016 0.115
H -1.535 0.946 0.577 0.125 0.019 0.234
H 1.881 2.445 2.441 -0.288 0.272 0.742
H 0.461 4.962 1.600 0.050 -0.319 0.347
H 1.544 4.989 3.031 -0.391 -0.321 -0.084
H 2.501 3.548 0.510 0.128 0.126 0.398
H 2.481 5.315 0.592 0.509 -0.321 0.288
H 5.320 -0.004 3.548 -0.299 0.464 -0.056
H 0.930 1.011 5.141 0.030 0.423 -0.208
H 2.257 1.889 4.411 -0.591 0.289 -0.302
H 2.438 2.545 6.565 -0.390 0.018 -0.249
H 2.532 4.759 6.176 -0.342 -0.060 -0.501
H 0.905 4.830 6.827 0.238 -0.045 -0.403
H 1.066 4.766 5.077 0.454 -0.145 0.153
H 0.535 1.325 7.507 -0.339 0.301 -0.321
H 0.836 2.903 8.223 -0.365 -0.198 -0.272
H -0.566 2.763 7.146 0.244 -0.391 0.027
H -0.933 4.131 4.928 0.192 -0.271 -0.301
H -1.528 1.504 5.479 -0.413 0.343 0.214
H -3.640 0.874 4.617 0.081 0.356 -0.262
H -2.822 1.333 3.122 0.005 0.393 0.255
H -4.021 2.468 3.965 0.398 -0.135 -0.319
C -8.331 1.154 3.415 -0.437 0.051 0.210
C -7.514 1.699 4.569 0.376 0.399 -0.313
O -7.038 0.538 5.255 -0.440 -0.368 -0.170
S -6.797 -0.647 4.194 -0.028 0.508 -0.007
O -5.427 -0.666 3.847 -0.037 -0.405 -0.094
O -7.489 -1.800 4.647 0.118 -0.056 0.067
O -7.615 0.002 2.967 0.272 0.074 0.242
H -9.322 0.833 3.747 0.003 0.043 0.009
H -8.437 1.874 2.606 0.159 -0.156 -0.116
H -8.101 2.325 5.237 0.037 -0.206 0.174
H -6.647 2.261 4.212 -0.044 0.026 -0.011
C 0.446 -0.438 -6.619 -0.125 -0.387 -0.371
C -0.736 0.506 -6.535 0.240 0.413 0.077
O -1.472 0.066 -5.391 0.205 -0.504 -0.069
S -0.450 -0.534 -4.291 0.240 0.015 -0.469
O -0.170 0.481 -3.346 -0.098 0.074 -0.024
O -0.891 -1.826 -3.923 2.132 0.558 -0.727
O 0.831 -0.671 -5.266 -0.168 0.410 0.167
H 0.164 -1.398 -7.058 -0.025 0.079 -0.121
H 1.276 -0.015 -7.181 0.091 -0.019 0.181
H -1.359 0.476 -7.426 -0.170 -0.130 0.160
H -0.409 1.533 -6.354 0.026 -0.012 -0.059
C 3.367 -4.991 -8.605 0.479 0.048 0.058
C 3.241 -3.926 -7.536 -0.384 -0.347 0.413
O 3.174 -2.693 -8.263 0.203 -0.019 -0.594
S 2.437 -2.935 -9.661 0.117 -0.422 0.598
O 1.073 -2.567 -9.513 -0.039 0.126 -0.377
O 3.255 -2.425 -10.701 -0.185 0.208 -0.058
O 2.515 -4.542 -9.673 -0.110 0.308 0.233
H 4.389 -5.056 -8.986 -0.015 0.002 0.020
H 3.051 -5.970 -8.253 -0.202 0.048 -0.164
H 4.076 -3.910 -6.842 -0.071 0.152 -0.415
H 2.312 -4.037 -6.973 0.027 -0.030 0.008
C -6.145 -2.635 -2.286 -0.424 0.097 -0.163
C -5.674 -3.704 -3.251 0.221 -0.314 0.339
O -4.883 -3.004 -4.213 -0.294 0.420 0.046
S -4.145 -1.759 -3.492 -0.044 -0.376 0.488
O -2.825 -2.145 -3.156 -2.370 -0.086 0.694
O -4.430 -0.584 -4.235 0.089 -0.055 -0.134
O -5.037 -1.749 -2.146 0.180 -0.260 -0.264
H -6.985 -2.071 -2.700 -0.026 -0.061 0.000
H -6.426 -3.045 -1.318 0.196 0.119 0.072
H -6.499 -4.219 -3.737 0.083 0.124 -0.209
H -5.033 -4.435 -2.752 -0.063 -0.001 0.046
C 5.125 -4.462 -1.995 0.443 -0.268 0.212
C 5.815 -3.123 -2.143 -0.414 0.368 0.421
O 6.018 -2.977 -3.557 -0.055 -0.583 -0.263
S 4.814 -3.690 -4.340 0.256 0.196 1.204
O 3.858 -2.708 -4.697 -0.093 -0.200 -0.411
O 5.373 -4.589 -5.293 -0.019 0.125 -0.182
O 4.231 -4.539 -3.112 0.061 0.384 -0.271
H 5.838 -5.287 -2.071 -0.003 0.018 0.013
H 4.575 -4.544 -1.061 -0.223 0.034 -0.168
H 6.762 -3.080 -1.613 0.109 0.013 -0.269
H 5.174 -2.305 -1.806 0.017 -0.034 0.044
```
Positions in Å, forces in eV/Å.

Output
lowest unoccupied orbital energy = 1.83 eV
charge = -1
E = -171660.0511 eV
HOMO = -4.901 eV



# C27H50BClN3O3S

A gas-phase ion, C27H50BClN3O3S (charge +1) (the ωB97M-V functional and the def2-TZVPD basis, the OMol25 dataset).

Structure (XYZ):
```
86
Properties=species:S:1:pos:R:3:forces:R:3
C -4.970 -1.493 1.811 0.371 0.215 -0.288
C -5.038 -1.779 0.306 0.093 0.258 0.370
C -3.893 -1.069 -0.440 -0.227 -0.463 0.293
C -2.665 -1.982 -0.531 -0.211 -0.044 -0.044
C -1.515 -1.450 -1.400 -0.474 0.085 -0.259
N -0.264 -1.060 -0.673 -0.093 0.039 0.797
C 0.382 -2.280 -0.057 0.279 -0.370 -0.042
C 0.802 -3.389 -1.026 0.331 -0.200 0.166
C 0.402 -4.765 -0.510 0.265 0.079 -0.166
Cl 1.396 -5.194 0.913 -0.114 0.057 0.131
C -0.577 -0.181 0.507 0.111 0.210 0.064
C -1.260 1.115 0.113 0.563 0.568 0.058
C -1.870 1.838 1.334 -0.265 -0.168 0.094
S -0.987 1.425 2.871 0.082 -0.159 -0.015
C -1.932 2.276 4.179 -0.092 0.471 0.141
C -3.302 2.803 3.783 -0.169 -0.222 -0.300
C -0.217 2.009 -0.585 -0.761 0.058 -0.434
C -0.985 3.022 -1.445 -0.546 -0.166 0.091
O -0.142 4.007 -2.011 0.405 -0.078 0.075
N 0.088 5.042 -1.009 -0.199 -0.376 0.268
O 1.212 5.278 -0.915 0.085 0.292 -0.294
C 0.767 1.239 -1.498 0.588 0.316 0.387
C 2.230 1.668 -1.206 -0.211 -0.188 0.253
C 2.661 1.349 0.222 0.297 -0.212 -0.046
C 4.030 1.889 0.624 -0.159 -0.114 0.177
C 4.325 1.508 2.077 -0.149 -0.126 -0.161
N 4.344 0.067 2.267 0.002 0.199 0.268
C 3.278 -0.689 2.669 -0.309 -0.497 0.045
C 3.669 -2.006 2.728 0.064 0.076 -0.074
C 5.037 -2.045 2.361 -0.020 0.022 -0.057
C 5.418 -0.753 2.086 0.202 -0.483 -0.119
C 0.768 -0.322 -1.512 0.195 -0.155 -0.702
B 0.840 -0.747 -3.065 -0.354 -0.462 -0.012
O 1.929 -1.499 -3.380 -0.096 0.305 -0.003
C -0.209 -0.341 -4.175 0.623 0.459 0.031
C 0.464 0.548 -5.253 -0.020 -0.101 -0.107
H -3.966 -1.696 2.199 -0.109 -0.183 0.089
H -5.135 -0.424 1.971 -0.163 -0.078 0.109
H -5.700 -2.063 2.380 0.019 0.012 0.040
H -4.983 -2.856 0.131 -0.155 0.011 -0.113
H -5.998 -1.411 -0.056 -0.007 -0.169 -0.141
H -4.226 -0.801 -1.444 0.142 0.172 -0.003
H -3.666 -0.173 0.142 0.054 0.184 -0.309
H -2.351 -2.246 0.480 0.109 -0.027 -0.047
H -3.012 -2.915 -0.982 0.129 -0.010 0.017
H -1.263 -2.199 -2.147 0.287 0.078 0.073
H -1.855 -0.583 -1.963 0.094 0.041 0.086
H 1.256 -1.933 0.496 -0.098 0.146 -0.013
H -0.304 -2.677 0.692 -0.140 0.085 -0.143
H 0.435 -3.275 -2.046 -0.183 0.104 0.073
H 1.891 -3.388 -1.107 -0.055 0.080 -0.155
H -0.642 -4.810 -0.204 -0.011 -0.063 -0.061
H 0.615 -5.521 -1.261 -0.154 -0.020 0.027
H 0.402 0.062 0.928 -0.058 -0.063 0.084
H -1.100 -0.740 1.278 -0.230 -0.139 -0.253
H -2.064 0.956 -0.609 -0.075 -0.223 0.149
H -2.918 1.551 1.440 0.047 -0.031 0.039
H -1.846 2.917 1.186 0.033 -0.019 -0.114
H -1.310 3.097 4.536 -0.013 -0.018 -0.020
H -2.044 1.571 5.001 0.122 -0.103 -0.094
H -3.260 3.506 2.951 0.069 0.063 0.100
H -3.771 3.313 4.624 0.077 -0.017 0.051
H -3.965 1.989 3.479 0.004 0.016 0.085
H 0.292 2.578 0.198 0.269 -0.172 -0.050
H -1.465 2.489 -2.272 0.099 0.127 -0.096
H -1.799 3.483 -0.872 0.159 0.173 0.018
H 0.569 1.599 -2.512 -0.115 -0.195 -0.016
H 2.879 1.106 -1.887 0.104 0.259 -0.083
H 2.336 2.734 -1.417 -0.011 -0.027 -0.070
H 2.742 0.263 0.331 -0.157 0.019 0.058
H 1.925 1.673 0.966 -0.025 0.130 -0.079
H 4.781 1.442 -0.032 0.125 0.213 0.010
H 4.073 2.978 0.545 0.032 -0.014 -0.153
H 3.528 1.895 2.716 0.115 0.094 0.035
H 5.272 1.925 2.420 -0.011 -0.021 -0.029
H 2.305 -0.279 2.895 0.148 0.292 0.019
H 3.058 -2.847 3.015 -0.032 0.069 0.037
H 5.666 -2.920 2.322 0.018 0.088 -0.031
H 6.385 -0.398 1.766 -0.090 0.227 0.052
H 1.719 -0.653 -1.098 -0.115 0.024 0.191
H 2.005 -1.676 -4.326 0.087 -0.061 0.008
H -1.040 0.228 -3.756 -0.200 -0.233 -0.101
H -0.577 -1.253 -4.655 -0.186 0.018 0.092
H -0.053 0.469 -6.209 -0.041 0.072 0.033
H 1.506 0.276 -5.435 -0.023 -0.024 -0.009
H 0.457 1.598 -4.957 0.025 -0.013 0.023
```
Positions in Å, forces in eV/Å.

Output
SMILES string = CCCCC[N@+]1(CCCCl)C[C@@H](CSCC)[C@H](CON=O)[C@@H](CCCCn2cccc2)[C@@H]1B(O)CC
lowest unoccupied orbital energy = -2.51 eV
charge = +1
ΔE to the lowest compared entry with this formula, charge and spin = 0.00 kcal per mole
E = -63449.9631 eV
HOMO = -10.313 eV